The following is a quantum chemistry calculation of 5 unconnected molecules or ions with the total composition C3H14NO4, from OMol25.

HOMO energy (eV): -13.5
Electronic energy (hartree): -478.07112
LUMO energy (hartree): -0.17959
Charge: +1
HOMO-LUMO gap (eV): 8.61
Energy above the lowest of the compared OMol25 structures with the same formula, charge and spin (eV): 3.651

```
22
C3H14NO4, DFT wB97M-V/def2-TZVPD
C 2.50727 0.72728 -1.92886
C 2.95816 1.98712 -1.65614
C 0.33023 0.74933 -0.70633
N 1.29482 0.06789 -1.28814
H 3.16912 -0.13357 -2.39581
H 2.53554 2.81791 -1.13349
H 3.92338 2.24494 -2.18846
H -0.38442 0.11951 -0.17581
H 0.14286 1.86607 -0.85171
H 1.38297 -0.96563 -1.29679
H -2.13965 -3.72898 1.65398
H -1.41706 -4.01669 0.18281
O -1.49444 -3.40179 0.98310
H -2.20101 1.90675 -4.32875
H -3.56317 1.81059 -3.54103
O -2.63901 1.71410 -3.52432
H -2.64128 1.36853 6.29222
H -1.93696 0.14973 6.58330
O -1.98761 0.92573 5.89835
H -0.04168 -2.26263 1.27680
H 1.39879 -2.04318 1.41494
O 0.80313 -1.90303 0.73014
```

The following is a quantum chemistry calculation of 8 unconnected molecules or ions with the total composition C24H48O24, from OMol25.

HOMO energy (eV): -10.4
Electronic energy (hartree): -2748.92541
LUMO energy (hartree): 0.01164
Charge: 0
HOMO-LUMO gap (eV): 10.69
Energy above the lowest of the compared OMol25 structures with the same formula, charge and spin (eV): 4.677
SMILES string: COC(=O)OC.COC(=O)OC.COC(=O)OC.COC(=O)OC.COC(=O)OC.COC(=O)OC.COC(=O)OC.COC(=O)OC

```
96
C24H48O24, DFT wB97M-V/def2-TZVPD
C 2.66349 -3.25992 0.03777
O 3.41832 -2.41837 0.98789
C 4.83123 -2.41140 0.85578
O 5.45665 -3.05302 -0.02157
O 5.31846 -1.56144 1.63387
C 6.73927 -1.31645 1.79657
H 2.41034 -4.18795 0.55039
H 3.25517 -3.51125 -0.84248
H 1.66817 -2.90611 -0.23102
H 7.13975 -0.92036 0.86338
H 7.31119 -2.20434 2.06612
H 6.87227 -0.57748 2.58672
C 3.33543 3.30752 -0.50125
O 3.37364 2.82665 -1.90089
C 2.35459 3.11195 -2.77142
O 2.13032 2.46703 -3.77521
O 1.72734 4.24172 -2.30258
C 0.57510 4.80245 -2.98312
H 4.24164 3.13185 0.07842
H 2.58728 2.71493 0.02524
H 3.03607 4.35006 -0.39351
H 0.79386 5.70596 -3.55225
H -0.13258 4.97186 -2.17157
H 0.23433 4.02936 -3.67182
C 0.30424 1.23194 2.55664
O 0.14441 1.45688 1.16230
C 0.07153 0.42281 0.30957
O 0.01056 -0.71509 0.66843
O 0.15556 0.86245 -0.94931
C -0.03975 -0.06390 -2.04078
H 0.26459 2.17644 3.09926
H 1.17419 0.72165 2.97002
H -0.50879 0.60599 2.92443
H -0.62603 0.19558 -2.92227
H -0.29434 -1.09171 -1.78212
H 0.96855 -0.26359 -2.40350
C 2.54186 -6.95866 2.95028
O 1.76254 -5.86640 2.39705
C 0.73309 -5.48416 3.09574
O 0.33886 -6.01406 4.13718
O 0.26208 -4.42071 2.46433
C -0.92603 -3.78109 2.84389
H 3.53389 -7.10458 2.52289
H 2.02664 -7.91548 3.03486
H 2.80714 -6.87538 4.00422
H -1.78419 -4.32988 2.45597
H -0.89395 -2.80586 2.35809
H -0.98775 -3.69327 3.92859
C -3.35503 -0.06444 2.29653
O -3.09906 -0.72647 3.48051
C -3.85157 -1.83860 3.77193
O -4.57633 -2.39734 2.98972
O -3.49648 -2.34383 4.90595
C -3.68845 -3.67807 5.24107
H -2.65425 0.76654 2.21594
H -4.35953 0.33900 2.42422
H -3.11882 -0.76071 1.49185
H -3.34104 -4.36941 4.47331
H -4.66875 -3.90113 5.66222
H -2.95541 -3.75001 6.04455
C 3.04709 -0.76966 -5.50818
O 1.82290 -1.36459 -4.99335
C 0.88949 -1.87936 -5.79201
O 0.88225 -1.89531 -6.99051
O -0.00437 -2.41357 -5.01992
C -1.17890 -2.98567 -5.55609
H 3.87391 -1.20222 -4.94485
H 3.06737 0.31066 -5.36466
H 3.23372 -0.89257 -6.57502
H -1.65201 -3.70661 -4.88937
H -1.10462 -3.59611 -6.45606
H -1.83356 -2.20101 -5.93534
C -1.82417 5.06968 5.78585
O -1.21631 4.42893 4.69545
C -0.79582 5.25835 3.63418
O -0.91117 6.48743 3.54078
O -0.13956 4.53669 2.77480
C 0.35703 5.08328 1.50670
H -2.24929 6.01301 5.44306
H -1.09058 5.23137 6.57566
H -2.74711 4.57082 6.08150
H -0.15106 4.56842 0.69131
H 1.42412 4.89228 1.39295
H 0.35763 6.17208 1.45550
C -6.40627 1.38094 -3.68637
O -5.14561 1.18386 -4.13875
C -4.34474 2.20261 -3.88674
O -4.62224 3.38558 -3.84673
O -3.13326 1.72936 -4.04656
C -2.10175 2.67556 -4.06084
H -6.73804 0.34277 -3.70154
H -7.05106 1.95252 -4.35394
H -6.47896 1.69306 -2.64455
H -2.26939 3.75257 -4.05292
H -1.59414 2.59378 -5.02196
H -1.38703 2.49244 -3.25851
```

The following is a quantum chemistry calculation of C3H2Cl3NO in the gas phase, from OMol25.

HOMO energy (eV): -11.6
Electronic energy (hartree): -1626.04345
LUMO energy (hartree): 0.00519
Charge: 0
HOMO-LUMO gap (eV): 11.72
Energy above the lowest of the compared OMol25 structures with the same formula, charge and spin (eV): 0.076
SMILES string: N#C[C@](O)(Cl)C(Cl)Cl

```
10
C3H2Cl3NO, DFT wB97M-V/def2-TZVPD
C 1.60816 -0.79248 0.07396
C -0.86589 -0.27459 0.56494
C 0.36262 0.22813 -0.26818
N 2.39975 -1.53689 0.37266
O 0.07879 0.40910 -1.58312
Cl -2.27153 0.84886 0.25469
Cl -1.21468 -1.95651 0.20302
Cl 0.95009 1.85950 0.48443
H -0.82283 -0.12813 1.60567
H -0.22447 1.34301 -1.70807
```

The following is a quantum chemistry calculation of 2 unconnected molecules or ions with the total composition CH3NOS, from OMol25.

HOMO energy (eV): -8.7
Electronic energy (hartree): -567.92236
LUMO energy (hartree): -0.04397
Charge: 0
HOMO-LUMO gap (eV): 7.50
Energy above the lowest of the compared OMol25 structures with the same formula, charge and spin (eV): 4.855

```
7
CH3NOS, DFT wB97M-V/def2-TZVPD
C -0.56915 0.82861 0.30531
N 0.05294 -0.35201 -0.02274
O 1.24448 -0.88821 0.31646
S -2.19318 1.11091 -0.01248
H -0.02279 1.48268 0.99805
H -0.44244 -0.90541 -0.71473
H 1.93015 -1.27657 -0.86986
```